45
Properties=species:S:1:pos:R:3 method="wB97M-V/def2-TZVPD" gap_ev=6.52 total_energy_ha=-864.29454 e_above_lowest_kcal_mol=1.8 fmax_ev_per_a=2.42 total_charge=+1
C -2.372 -1.346 3.104
N -0.984 -1.797 3.253
C -0.742 -2.895 4.200
C 0.001 -1.179 2.639
C 1.382 -1.496 2.921
C 1.888 -2.806 2.762
C 3.196 -3.103 3.130
C 4.039 -2.088 3.615
C 3.544 -0.786 3.775
C 2.232 -0.485 3.422
H -3.013 -2.135 3.512
H -2.557 -0.420 3.668
H -2.604 -1.168 2.049
H -1.677 -3.070 4.736
H -0.462 -3.810 3.664
H 0.050 -2.637 4.911
H -0.239 -0.324 2.013
H 1.235 -3.576 2.348
H 3.564 -4.125 3.041
H 5.075 -2.319 3.874
H 4.196 0.001 4.172
H 1.819 0.524 3.545
C -0.835 3.474 -5.402
C -1.372 2.120 -5.890
C -1.251 1.139 -4.711
N -0.823 1.938 -3.573
C -0.655 1.414 -2.304
C 0.283 0.391 -2.078
C 0.437 -0.098 -0.782
N -0.325 0.317 0.237
C -1.250 1.268 0.023
C -1.417 1.884 -1.212
C -0.500 3.316 -3.909
H 0.079 3.738 -5.943
H -1.569 4.273 -5.531
H -2.423 2.201 -6.181
H -0.794 1.744 -6.737
H -2.212 0.648 -4.487
H -0.530 0.335 -4.931
H 0.905 0.034 -2.896
H 1.199 -0.856 -0.570
H -1.874 1.552 0.872
H -2.150 2.675 -1.352
H 0.569 3.523 -3.734
H -1.064 4.007 -3.265